DFT (ωB97M-V with the def2-TZVPD basis set) results for C11H30CeN2P2Se as an isolated structure in a non-equilibrium geometry.

The geometry in XYZ format:
```
47
Properties=species:S:1:pos:R:3:forces:R:3
Ce -0.737067 -0.240227 -0.733253 1.0 1.3 0.6
H 2.075062 0.296586 -0.393532 0.0 -0.9 -0.2
H 2.153307 -0.453363 -0.592462 -0.2 0.9 0.1
P 0.253156 2.327961 -1.570326 0.0 1.1 -0.3
P 0.051918 -2.849689 -1.563002 0.3 -1.1 -0.6
C -1.119488 -4.061019 -0.839327 0.0 -0.1 -0.1
H -0.814317 -5.003898 -1.319570 -0.5 0.0 0.4
H -0.993394 -4.120371 0.250145 -0.2 -0.1 -0.3
H -2.156500 -3.820613 -1.113930 0.2 -0.1 0.2
C -0.216544 -3.294707 -3.316672 0.0 0.2 0.0
H 0.619697 -2.931161 -3.926022 -0.3 0.0 0.1
H -0.245299 -4.389320 -3.348070 0.0 0.2 -0.2
H -1.169972 -2.880261 -3.661993 0.3 -0.1 -0.1
C 1.559506 -3.869311 -1.305560 0.2 0.2 0.2
H 1.829203 -3.886585 -0.234983 0.1 0.0 -0.5
H 1.294854 -4.889512 -1.631630 0.3 0.3 0.1
H 2.390353 -3.486352 -1.920690 -0.2 -0.2 0.4
C -0.255541 2.893387 -3.234134 0.0 -0.3 0.0
H -0.197051 3.985138 -3.204505 -0.1 -0.1 -0.2
H 0.441430 2.506523 -3.985002 -0.3 0.0 0.1
H -1.280514 2.574077 -3.444150 0.2 0.0 -0.2
C -0.809808 3.490368 -0.608223 0.1 0.0 -0.1
H -0.528350 3.458324 0.452827 -0.2 0.1 -0.2
H -0.581297 4.484003 -1.015721 -0.4 0.0 0.3
H -1.876793 3.263707 -0.747027 0.3 0.1 0.1
C 1.776597 3.339881 -1.455407 0.3 -0.2 0.2
H 2.551116 2.951017 -2.135318 -0.2 0.2 0.4
H 1.485697 4.355314 -1.767082 0.3 -0.3 0.1
H 2.139321 3.368957 -0.414520 0.0 0.0 -0.5
H 0.133922 -0.191483 -2.526407 0.7 0.0 -0.1
H -1.069326 -0.171139 -2.563518 -1.1 -0.3 -1.9
C -2.816924 1.197235 3.513329 -0.4 0.2 0.2
N -1.380393 0.972032 3.543569 0.8 -0.9 -0.4
C -0.479346 1.549933 4.430806 -0.2 -0.2 -0.4
C 0.735620 1.023966 4.177061 0.0 0.0 -0.1
N 0.591998 0.122970 3.142174 -0.8 -0.2 0.0
C 1.667250 -0.716702 2.636065 0.1 -0.4 -0.2
C -0.725829 0.031064 2.785748 0.7 0.7 0.9
Se -1.445691 -1.334644 1.743997 -1.0 -0.7 1.7
H -3.128840 1.643325 2.559643 0.2 -0.1 0.3
H -3.075076 1.883989 4.334814 0.1 -0.3 -0.4
H -3.343713 0.247769 3.652485 0.1 0.2 0.0
H -0.784196 2.264269 5.167150 -0.1 0.2 0.1
H 1.687770 1.172797 4.655197 0.0 0.1 0.0
H 2.383885 -0.127414 2.052791 -0.2 -0.1 0.2
H 2.184911 -1.188613 3.477526 -0.1 0.1 -0.2
H 1.224715 -1.498229 1.996723 0.2 0.4 0.3
```
Positions in Å, forces in eV/Å.

Results
- Kohn-Sham gap (alpha / beta): 0.221 / 0.220 hartree
- 2S+1: 2
- LUMO level (alpha / beta): -0.0988 / -0.0981 Eh
- Charge: +1
- ⟨S²⟩: 0.7534

DFT (ωB97M-V with the def2-TZVPD basis set) results for a 2-piece molecular cluster, C2H9NO3Si overall in a non-equilibrium geometry.

The geometry in XYZ format:
```
16
Properties=species:S:1:pos:R:3:forces:R:3
C -2.210797 1.243536 -0.691766 -0.2 0.3 0.0
C 0.791501 -2.138268 0.560247 1.1 -3.4 -1.7
N 0.475557 1.026040 1.180159 -3.2 3.0 3.6
O 2.628925 0.903330 -0.930943 -0.7 3.3 1.2
O -1.798965 0.048220 -0.096408 3.0 0.5 2.9
O 1.416101 -1.162416 -0.223764 0.3 -1.0 -0.1
Si 1.465500 0.383733 0.060516 2.7 0.5 -2.0
H -3.150592 0.960216 -1.190533 0.3 0.8 0.0
H -1.423334 1.565036 -1.387141 -0.5 0.3 -0.3
H -2.322752 2.025580 0.099535 -0.4 -0.3 -0.8
H 0.811728 -1.922614 1.621674 -0.3 -0.2 0.0
H 1.259879 -3.173359 0.261451 0.1 1.9 1.3
H -0.113920 -2.357326 0.051567 -1.8 0.5 0.6
H -1.031344 0.397949 0.595157 -2.4 -1.7 -1.7
H 0.314826 2.047972 1.463806 0.4 -1.6 -0.7
H 2.887689 0.152373 -1.373560 1.6 -2.9 -2.2
```
Positions in Å, forces in eV/Å.

Results
- Kohn-Sham gap (alpha / beta): 0.221 / 0.243 hartree
- 2S+1: 3
- LUMO level (alpha / beta): 0.0363 / -0.1314 Eh
- ⟨S²⟩: 2.0064

DFT (ωB97M-V with the def2-TZVPD basis set) results for C12H38F3LiN10O14S as an isolated structure in a non-equilibrium geometry.

The geometry in XYZ format:
```
79
Properties=species:S:1:pos:R:3:forces:R:3
Li 3.120200 -3.174137 0.712004 0.6 1.2 -0.6
C -0.976550 -1.616137 -0.676366 2.0 0.0 1.5
F -2.174950 -1.684127 -0.170176 -1.2 0.4 0.0
F -0.803250 -2.639137 -1.496356 0.1 -0.3 -0.2
F -0.757290 -0.488017 -1.346486 -0.4 -0.1 -0.1
S 0.260120 -1.612537 0.826284 0.7 -1.7 0.6
O 1.485390 -2.266847 0.261164 -1.7 0.6 0.7
O 0.461840 -0.181777 1.099044 -0.7 -1.5 0.0
O -0.382690 -2.459237 1.908094 1.8 2.6 -3.1
C 2.575390 2.143703 4.186224 -2.6 -0.2 0.6
C 1.921010 2.340703 2.796414 0.8 -1.6 -0.2
O 2.651070 1.782093 1.674914 0.0 1.1 0.7
O 3.406700 3.129253 4.597664 3.0 2.2 0.0
H 2.971340 1.151073 4.400714 0.2 -0.2 -0.7
H 1.820640 2.308833 4.955104 -1.4 -1.3 -0.5
H 1.715980 3.389053 2.579564 0.2 0.0 0.1
H 0.994320 1.767893 2.831334 -0.5 0.2 0.2
H 2.508860 0.832683 1.678714 -0.1 -0.2 0.0
H 2.980520 3.636483 5.292424 0.3 0.0 -0.2
C 0.726880 3.564403 -0.943806 1.8 -0.8 0.7
C 1.775000 2.767803 -1.869916 -1.8 1.8 0.1
O 1.318780 1.436243 -2.051206 0.3 0.5 0.2
O -0.617880 3.302773 -1.262206 -0.9 -0.5 -0.8
H 0.820900 4.649283 -0.895866 0.9 0.0 -0.4
H 0.850040 3.169133 0.064504 0.6 0.0 0.3
H 2.798270 2.829523 -1.499496 -0.2 -0.1 0.6
H 1.791450 3.320663 -2.809156 -0.1 -0.3 -0.4
H 0.538610 1.402303 -1.492826 -0.2 -0.6 0.0
H -1.103360 3.852433 -0.642706 -0.3 0.0 -0.2
C -2.729570 -2.231437 3.740444 -0.3 -1.6 0.6
C -2.094480 -1.293147 4.713794 -1.5 0.3 0.8
O -0.899820 -0.891977 4.264654 3.9 2.4 -1.0
O -1.964310 -3.467167 3.672044 -1.3 0.8 0.5
H -2.823230 -1.830667 2.731134 0.3 0.5 -0.1
H -3.765120 -2.403847 4.033734 0.1 -0.6 0.2
H -1.928810 -1.585017 5.750844 -0.5 -1.3 0.0
H -2.670800 -0.384377 4.887254 -0.8 0.2 -0.5
H -0.496270 -1.343947 3.520024 -0.5 -0.6 0.0
H -1.222500 -3.256847 3.100134 -0.1 -0.3 0.0
C -2.262240 2.709633 1.893024 -4.3 -0.5 -5.2
O -1.520920 3.275353 2.656624 2.3 2.6 3.3
N -3.255420 3.282933 1.149804 0.8 0.6 1.0
N -2.028800 1.465343 1.579364 1.6 -1.6 1.2
H -3.482040 2.713813 0.346784 -0.7 -0.3 -0.4
H -3.466370 4.269623 1.104544 0.1 -0.1 0.4
H -2.694090 0.833413 1.157294 -0.6 0.0 0.0
H -1.242990 1.114953 2.108374 0.3 -1.0 -0.3
C -4.353570 0.494303 -1.388176 -1.7 1.1 2.1
O -4.507630 1.043593 -0.292816 0.1 0.6 1.2
N -5.214580 -0.225397 -2.037306 -3.5 -2.5 -0.3
N -3.325770 0.641783 -2.101136 6.1 1.8 -1.0
H -4.751080 -0.709477 -2.792906 -1.4 0.3 -0.6
H -6.126490 0.206313 -2.083566 -0.2 -0.9 -0.3
H -2.664770 1.245503 -1.633486 0.8 -0.2 -0.8
H -3.279100 0.376703 -3.074616 0.1 0.6 0.0
C 4.787920 -0.527107 0.234844 -5.8 -0.5 -1.2
O 4.289190 -1.460957 0.882154 -0.5 -0.5 0.1
N 5.999760 -0.251967 0.247834 7.4 0.9 1.1
N 4.094430 0.300173 -0.596726 -1.7 -0.1 -0.4
H 6.578110 -0.801067 0.867594 0.1 0.3 -0.1
H 6.402870 0.563933 -0.190246 -0.1 -0.3 0.1
H 4.484550 1.086963 -1.095606 0.2 -0.4 0.3
H 3.144510 0.074913 -0.855576 0.1 0.0 0.2
C 3.184770 -3.284587 -2.547276 0.5 -0.4 0.3
O 3.970130 -3.122297 -1.625156 -0.3 -0.2 1.3
N 3.509820 -3.400327 -3.790176 2.2 0.1 -3.7
N 1.873750 -3.454687 -2.488946 -2.5 0.1 3.5
H 2.699100 -3.481677 -4.386996 1.3 -0.2 -0.8
H 4.479520 -3.553117 -4.027736 -0.4 0.2 -0.5
H 1.636810 -3.574747 -1.514496 -1.3 0.2 -0.4
H 1.233510 -3.661567 -3.242206 0.4 -0.1 0.5
C -2.955920 -1.147587 -4.549026 1.8 0.1 -1.0
O -3.739970 -0.288667 -4.771126 -3.5 2.6 0.1
N -3.152620 -2.347427 -4.087466 -0.9 -3.6 1.4
N -1.666200 -0.939817 -4.770786 2.7 0.1 -0.4
H -4.045580 -2.760067 -3.858436 0.1 0.2 -0.4
H -2.320430 -2.914837 -4.012616 -0.7 -0.3 0.4
H -1.082560 -1.763597 -4.741646 0.6 0.9 0.0
H -1.312070 0.005783 -4.793626 0.1 -0.4 -0.3
```
Positions in Å, forces in eV/Å.

Results
- Kohn-Sham gap (alpha / beta): 0.342 / 0.124 hartree
- 2S+1: 2
- LUMO level (alpha / beta): -0.0839 / -0.3017 Eh
- Charge: +1
- ⟨S²⟩: 0.7572

Results for calculated total energy: -111716.785; -17725.812; -75812.735 (in eV, following the order of the records).